DFT (the ωB97M-V functional and the def2-TZVPD basis) results for 7 unconnected molecules or ions with the total composition C28H42O21.

Geometry as XYZ:
```
91
Properties=species:S:1:pos:R:3:forces:R:3
C 8.274 17.414 16.430 0.171 0.695 0.073
C 8.873 17.890 17.732 0.772 -0.541 0.310
C 8.377 19.193 18.350 -1.082 0.555 -1.112
O 7.975 18.850 19.666 0.137 0.179 0.315
C 8.207 17.544 19.901 1.330 -0.188 -0.193
O 8.169 17.025 20.972 -0.575 0.007 -0.023
O 8.659 16.925 18.789 -0.588 0.319 0.077
H 8.732 18.029 15.650 -0.132 -0.170 -0.150
H 7.196 17.559 16.382 -0.050 -0.165 0.112
H 8.545 16.376 16.267 -0.060 -0.058 -0.070
H 9.962 17.924 17.628 -0.052 0.039 -0.117
H 7.505 19.610 17.831 -0.104 -0.398 0.019
H 9.087 20.019 18.285 0.369 -0.285 0.703
C 15.831 21.760 22.067 1.134 -0.250 1.626
C 16.586 22.354 20.906 -2.776 1.235 -1.219
C 17.270 21.625 19.749 1.091 0.539 0.526
O 16.930 22.389 18.586 -0.397 0.166 0.254
C 15.810 23.122 18.841 0.503 -0.361 -0.173
O 15.216 23.736 18.012 -0.134 0.055 -0.018
O 15.490 23.037 20.131 -0.197 -0.214 0.150
H 15.123 20.950 21.945 0.042 0.058 -0.737
H 15.357 22.591 22.592 -0.307 0.009 -0.291
H 16.520 21.397 22.844 0.218 -0.078 -0.319
H 17.070 23.273 21.240 1.032 -0.629 0.214
H 17.011 20.588 19.566 -0.151 -0.064 0.367
H 18.340 21.769 19.906 0.068 -0.526 -0.253
C 9.252 19.187 24.596 1.387 -0.284 -0.953
C 7.759 19.333 24.508 0.578 0.673 0.015
C 7.102 18.378 23.515 0.571 0.015 -0.267
O 6.041 17.804 24.269 -0.023 -0.211 -0.123
C 6.119 18.165 25.569 0.020 0.050 -0.370
O 5.365 17.792 26.406 0.053 0.012 0.225
O 7.158 19.013 25.766 -0.351 -0.082 -0.083
H 9.830 19.824 25.268 -0.679 0.174 0.395
H 9.696 19.437 23.619 -0.328 -0.027 -0.052
H 9.590 18.162 24.770 -0.396 -0.077 0.196
H 7.537 20.374 24.247 -0.235 -0.022 0.243
H 7.830 17.659 23.135 -0.259 -0.500 0.504
H 6.735 18.820 22.590 -0.344 0.368 0.323
C 13.038 17.582 24.457 -1.116 -0.555 -0.064
C 13.990 16.438 24.211 -0.033 0.331 0.050
C 13.410 15.018 24.230 1.048 -0.158 0.212
O 14.046 14.390 23.104 -0.018 0.062 -0.065
C 14.650 15.320 22.334 -0.682 0.239 -0.246
O 15.184 15.109 21.296 0.237 -0.208 0.043
O 14.469 16.551 22.863 0.388 -0.034 0.119
H 12.065 17.273 24.059 0.036 0.336 -0.205
H 13.353 18.487 23.947 0.166 0.045 0.076
H 12.843 17.785 25.509 0.373 -0.015 0.087
H 14.835 16.505 24.902 0.167 -0.061 -0.216
H 12.329 14.950 24.140 -0.031 0.042 -0.043
H 13.804 14.481 25.091 -0.550 -0.042 0.208
C 11.659 19.025 20.834 0.759 -0.727 -0.658
C 12.333 19.490 19.555 0.125 0.544 0.192
C 13.495 20.461 19.775 -1.134 0.195 1.429
O 14.642 19.627 19.849 -0.176 -0.202 -1.363
C 14.340 18.460 19.185 -0.060 -0.359 1.393
O 15.099 17.560 19.055 0.181 0.173 -0.556
O 13.018 18.407 18.913 -0.196 -0.116 -0.505
H 12.470 18.755 21.517 -0.248 0.139 0.358
H 11.145 18.088 20.600 -0.296 0.133 0.165
H 10.984 19.783 21.220 0.082 -0.065 0.139
H 11.593 19.948 18.898 0.124 -0.334 -0.368
H 13.389 20.864 20.782 -0.050 0.558 -0.280
H 13.477 21.250 19.025 0.755 -0.077 -0.104
C 15.497 12.775 17.680 0.143 -0.091 0.171
C 16.118 14.068 18.161 -0.552 -0.051 -1.126
C 17.421 13.971 18.946 0.136 1.643 0.519
O 18.268 14.957 18.303 -0.086 -0.139 0.076
C 17.667 15.452 17.201 -0.006 -0.664 -0.098
O 18.136 16.276 16.488 0.166 0.345 -0.128
O 16.504 14.813 16.975 0.034 0.082 0.242
H 14.579 12.922 17.114 0.063 0.317 -0.031
H 15.227 12.140 18.526 0.244 -0.108 -0.011
H 16.223 12.295 17.021 -0.087 -0.292 0.149
H 15.380 14.709 18.644 0.161 -0.150 0.421
H 17.980 13.043 19.014 -0.337 -0.277 -0.318
H 17.239 14.392 19.935 0.063 -0.480 0.190
C 7.396 23.986 24.604 -0.197 0.166 0.812
C 8.661 24.102 23.803 -0.194 -0.607 -1.075
C 9.970 23.621 24.436 0.223 0.175 0.715
O 10.405 22.530 23.630 0.070 0.096 -0.230
C 9.564 22.355 22.582 0.047 0.029 0.616
O 9.730 21.536 21.736 -0.027 -0.095 -0.255
O 8.522 23.180 22.673 0.032 0.179 -0.046
H 6.508 23.948 23.977 0.141 0.073 -0.239
H 7.269 24.838 25.278 0.126 -0.005 -0.028
H 7.393 23.089 25.228 0.100 -0.048 -0.099
H 8.776 25.074 23.324 -0.048 0.148 0.277
H 9.872 23.270 25.466 -0.311 -0.107 -0.106
H 10.742 24.391 24.470 -0.010 0.000 -0.321
```
Forces are in eV/Å.

SMILES: C[C@H]1COC(=O)O1.C[C@H]1COC(=O)O1.C[C@H]1COC(=O)O1.C[C@H]1COC(=O)O1.C[C@H]1COC(=O)O1.C[C@H]1COC(=O)O1.C[C@H]1COC(=O)O1
HOMO-LUMO gap: 10.23 eV
LUMO level: 0.07 eV

Löwdin atomic charge list, values in e, 6 entries:
1 C -0.0154
2 C -0.3055
3 C -0.0915
4 O 0.0701
5 C -0.5596
6 O 0.1490

DFT (the ωB97M-V functional and the def2-TZVPD basis) results for a molecular structure, C28H43BrN10O5S2Tm.

Geometry as XYZ:
```
90
Properties=species:S:1:pos:R:3:forces:R:3
Tm -0.400 0.656 0.718 1.021 -4.815 -2.076
O 2.806 1.334 3.124 0.097 0.004 -0.063
C 3.924 0.737 2.634 -0.063 -0.058 -0.019
C 5.087 0.840 3.381 0.139 -0.015 0.076
C 6.251 0.224 2.946 0.000 0.013 0.032
C 6.265 -0.507 1.766 -0.025 -0.027 -0.075
C 5.100 -0.592 1.016 0.049 0.020 0.051
C 3.926 0.033 1.424 0.057 -0.116 0.046
C 2.718 -0.013 0.518 -0.355 0.173 -0.081
O 1.505 -0.313 1.120 0.281 0.353 0.344
N 2.619 1.310 -0.118 -0.177 0.158 0.269
N 1.500 1.591 -0.802 0.144 -0.349 0.366
C 1.483 2.562 -1.622 -0.068 0.259 -0.343
C 0.249 3.010 -2.254 0.089 -0.212 0.443
Br -1.349 2.260 -1.514 -0.209 0.049 -0.600
C 0.101 3.922 -3.206 0.144 0.295 -0.387
C 1.187 4.543 -3.991 -0.079 -0.028 0.046
C 2.337 3.846 -4.371 -0.031 -0.038 -0.034
C 3.321 4.467 -5.126 -0.049 -0.035 0.053
C 3.168 5.788 -5.522 0.019 0.016 0.003
C 2.019 6.483 -5.170 -0.036 -0.010 0.000
C 1.034 5.863 -4.419 -0.025 0.080 0.064
H 2.067 1.060 2.564 -0.112 -0.057 -0.104
H 5.061 1.405 4.306 -0.003 -0.047 -0.050
H 7.153 0.308 3.539 -0.045 0.006 -0.012
H 7.170 -1.000 1.430 -0.067 0.044 0.037
H 5.095 -1.155 0.086 0.002 0.051 0.038
H 2.943 -0.738 -0.274 -0.081 -0.338 -0.114
H 3.479 1.789 -0.342 0.070 0.078 -0.205
H 2.381 3.144 -1.824 -0.003 0.012 -0.053
H -0.906 4.258 -3.435 0.072 -0.042 -0.052
H 2.438 2.798 -4.114 0.013 0.048 -0.014
H 4.203 3.911 -5.418 -0.008 0.004 -0.005
H 3.937 6.270 -6.114 -0.040 -0.022 0.023
H 1.885 7.508 -5.491 0.008 -0.011 0.022
H 0.138 6.410 -4.142 0.059 -0.042 -0.049
C -2.338 0.576 5.045 0.087 -0.095 -0.044
N -1.387 -0.215 4.267 -0.074 0.102 -0.085
C -0.049 0.346 4.191 -0.103 -0.136 0.059
C -1.818 -1.058 3.279 0.173 -0.062 0.200
N -1.208 -1.083 2.122 0.038 0.177 0.100
N -2.864 -1.872 3.590 -0.139 0.046 0.063
C -3.082 -2.376 4.942 -0.005 0.037 -0.105
C -3.586 -2.570 2.539 0.081 -0.036 0.064
H -2.252 1.630 4.767 0.007 0.002 -0.016
H -2.143 0.483 6.115 0.013 -0.012 0.000
H -3.355 0.258 4.840 -0.013 -0.031 -0.012
H 0.315 0.538 5.199 -0.010 0.014 0.046
H -0.027 1.302 3.658 -0.015 0.092 -0.063
H 0.622 -0.360 3.712 0.037 -0.026 -0.058
H -1.498 -1.884 1.578 -0.065 -0.129 -0.127
H -2.316 -2.005 5.614 0.021 0.021 -0.011
H -3.032 -3.468 4.934 0.001 -0.005 -0.019
H -4.063 -2.083 5.324 0.016 0.014 -0.026
H -3.102 -3.517 2.266 -0.006 0.007 0.026
H -3.672 -1.936 1.659 0.014 0.011 0.009
H -4.589 -2.797 2.899 0.019 0.013 0.001
C 2.239 -3.979 -2.788 -0.124 0.115 0.010
N 1.112 -3.084 -2.506 0.044 -0.020 0.170
C 0.761 -2.473 -1.362 -0.229 -0.116 -0.021
S -0.385 -1.177 -1.499 0.305 -0.276 -0.144
N 1.187 -2.858 -0.167 0.251 0.292 0.211
C 2.084 -3.958 0.193 -0.126 0.086 0.020
H 2.240 -4.164 -3.858 -0.019 0.008 -0.023
H 2.145 -4.936 -2.286 -0.039 -0.045 0.018
H 3.191 -3.523 -2.525 0.039 0.051 0.025
H 0.669 -2.666 -3.305 -0.016 0.022 -0.080
H 1.028 -2.153 0.563 0.106 -0.089 -0.179
H 3.086 -3.846 -0.212 0.027 0.060 -0.020
H 1.673 -4.916 -0.116 -0.048 -0.012 -0.002
H 2.161 -3.959 1.277 -0.012 0.012 0.008
S -3.421 0.176 0.036 -0.212 0.186 -0.041
C -4.229 -0.790 -1.117 0.018 -0.086 -0.053
N -5.544 -0.611 -1.300 -0.084 -0.048 -0.076
C -6.355 -1.347 -2.272 0.121 0.053 0.129
C -5.748 -2.720 -2.486 0.030 0.002 0.051
C -4.284 -2.554 -2.845 0.035 0.087 0.150
N -3.622 -1.748 -1.818 -0.007 -0.001 -0.156
H -5.955 0.134 -0.764 -0.009 0.017 0.011
H -6.398 -0.802 -3.216 -0.012 0.059 -0.041
H -7.367 -1.426 -1.883 -0.059 0.027 0.043
H -6.275 -3.247 -3.280 0.003 0.007 0.012
H -5.834 -3.304 -1.568 -0.020 -0.030 -0.026
H -4.185 -2.079 -3.824 0.030 0.027 -0.032
H -3.786 -3.520 -2.888 0.070 -0.036 -0.001
H -2.612 -1.782 -1.736 -0.004 -0.067 0.045
O -1.437 4.003 1.216 0.313 -0.780 0.264
N -1.027 2.900 1.424 -0.441 1.517 1.061
O -1.788 1.906 1.759 -0.381 1.707 0.443
O 0.225 2.579 1.308 -0.413 1.864 0.646
```
Forces are in eV/Å.

2S+1: 3
HOMO-LUMO gap: 8.07 eV
LUMO level: -2.12 eV
net charge: +1

Löwdin atomic charge list, values in e, 6 entries:
1 Tm 0.9754
2 O 0.0651
3 C -0.2565
4 C -0.0039
5 C -0.0758
6 C -0.0911

DFT (the ωB97M-V functional and the def2-TZVPD basis) results for a molecular structure, C28H43F3N6O6P3W.

Geometry as XYZ:
```
90
Properties=species:S:1:pos:R:3:forces:R:3
W 0.425 -0.019 -0.295 0.543 0.419 -0.209
C 0.660 -5.026 1.299 -0.006 -0.022 -0.006
N 0.750 -3.906 2.251 0.031 0.065 0.080
C 0.393 -4.254 3.635 -0.036 -0.023 -0.003
P 1.332 -2.500 1.760 -0.163 0.003 0.281
O 0.396 -1.746 0.793 0.059 -0.111 -0.456
O 1.357 -1.573 3.086 -0.065 -0.041 -0.111
P 1.076 0.013 3.017 -0.144 0.010 0.024
O 1.227 0.476 1.576 -0.076 0.079 0.139
N 2.218 0.718 3.899 -0.073 0.020 0.014
C 2.911 1.957 3.512 0.075 -0.027 -0.017
C 2.342 0.349 5.320 -0.003 0.028 0.022
N -0.482 0.132 3.495 0.114 0.061 0.084
C -1.001 -0.634 4.640 -0.033 -0.028 -0.023
C -1.028 1.503 3.438 -0.023 0.006 0.020
N 2.836 -2.670 1.185 0.025 0.030 -0.019
C 3.732 -3.616 1.893 0.016 -0.017 -0.036
C 3.602 -1.562 0.594 -0.012 -0.136 0.029
H 1.237 -5.871 1.675 0.009 0.007 0.000
H 1.052 -4.732 0.329 -0.003 0.008 -0.013
H -0.380 -5.335 1.192 0.001 0.004 0.006
H 0.967 -5.129 3.940 0.006 -0.002 -0.016
H -0.668 -4.492 3.698 0.000 0.004 -0.005
H 0.625 -3.442 4.315 0.005 0.004 0.000
H 2.836 2.114 2.441 0.002 -0.011 -0.005
H 3.964 1.865 3.776 -0.001 -0.005 0.008
H 2.491 2.816 4.037 -0.010 -0.009 0.005
H 1.846 -0.601 5.518 0.002 -0.002 -0.002
H 1.911 1.117 5.964 -0.006 0.007 -0.012
H 3.397 0.235 5.565 0.002 -0.007 -0.007
H -0.610 -1.647 4.633 -0.001 -0.002 0.003
H -2.085 -0.685 4.553 0.001 0.000 -0.009
H -0.757 -0.158 5.593 0.001 0.009 -0.009
H -0.656 2.029 2.561 0.009 0.006 -0.004
H -0.780 2.074 4.336 0.004 -0.010 0.002
H -2.113 1.436 3.362 0.001 -0.007 -0.005
H 3.174 -4.463 2.279 -0.002 0.005 0.004
H 4.251 -3.120 2.715 -0.005 0.005 -0.006
H 4.468 -3.984 1.180 -0.007 -0.005 -0.004
H 3.010 -0.973 -0.102 -0.048 0.082 0.114
H 4.435 -1.991 0.040 0.014 0.023 -0.004
H 4.002 -0.894 1.360 -0.004 0.020 -0.003
N 0.811 -3.066 -1.562 0.029 -0.095 -0.028
N 1.145 -1.683 -1.754 0.147 0.270 -0.027
H 1.152 -3.596 -2.360 -0.008 0.003 -0.024
H -0.200 -3.155 -1.556 -0.020 0.004 0.025
H 0.837 -1.332 -2.661 -0.033 -0.023 -0.027
H 2.162 -1.643 -1.783 0.021 -0.019 0.057
O 0.065 0.573 -2.203 -0.271 0.085 0.197
P -1.283 1.137 -2.792 -0.098 -0.037 0.055
C -2.470 0.528 -1.574 0.052 0.012 0.019
C -3.740 1.036 -1.384 0.048 0.078 0.032
C -4.531 0.561 -0.336 -0.037 -0.001 0.023
C -4.057 -0.406 0.538 -0.048 0.033 0.010
C -2.798 -0.953 0.340 0.129 0.034 0.019
C -2.004 -0.485 -0.707 -0.225 -0.292 0.030
C -1.515 0.393 -4.385 0.001 0.013 0.042
C -0.480 -0.295 -5.018 0.003 0.009 -0.032
C -0.692 -0.844 -6.274 -0.006 0.003 0.000
C -1.930 -0.710 -6.888 0.015 -0.003 0.002
C -2.958 -0.014 -6.262 -0.019 0.014 0.004
C -2.753 0.547 -5.014 0.008 -0.029 -0.005
C -1.354 2.899 -2.915 -0.029 -0.086 -0.057
C -0.795 3.466 -4.068 -0.042 0.024 -0.024
C -0.819 4.839 -4.235 0.009 0.013 -0.006
C -1.421 5.643 -3.274 0.004 -0.004 -0.004
C -1.980 5.082 -2.131 -0.019 -0.027 0.014
C -1.940 3.713 -1.939 0.066 0.037 -0.008
H -4.129 1.813 -2.030 0.022 0.013 -0.003
H -5.528 0.963 -0.203 0.006 -0.007 0.003
H -4.685 -0.758 1.345 0.010 -0.002 0.001
H -2.432 -1.751 0.973 -0.022 -0.020 -0.011
H -1.245 -1.198 -1.082 0.043 0.026 0.022
H 0.503 -0.354 -4.566 0.000 0.003 0.012
H 0.112 -1.362 -6.779 -0.007 -0.001 -0.001
H -2.092 -1.139 -7.868 0.001 0.001 0.003
H -3.915 0.098 -6.753 0.005 0.000 0.001
H -3.553 1.105 -4.540 -0.001 -0.011 -0.004
H -0.360 2.839 -4.837 -0.006 0.007 0.004
H -0.386 5.282 -5.121 -0.004 -0.001 0.004
H -1.458 6.714 -3.418 -0.001 -0.006 0.000
H -2.443 5.717 -1.388 0.003 0.000 -0.006
H -2.341 3.289 -1.029 -0.040 -0.018 -0.001
F 2.789 3.996 -0.221 0.003 0.010 0.009
C 1.494 3.871 -0.012 -0.030 -0.027 -0.013
F 1.203 4.221 1.242 0.001 0.011 0.010
F 0.818 4.640 -0.854 0.027 0.020 0.006
C 1.064 2.403 -0.199 0.072 -0.010 -0.120
O 1.892 1.528 -0.570 -0.090 -0.278 -0.024
O -0.123 2.039 0.053 0.132 -0.166 -0.036
```
Forces are in eV/Å.

2S+1: 3
HOMO-LUMO gap (spin up / spin down): 7.70 / 7.16 eV
LUMO level (spin up / spin down): -8.88 / -9.43 eV
net charge: +3

natural (NBO) atomic charge list, values in e, 6 entries:
1 W 2.0231
2 C -0.4187
3 N -0.8207
4 C -0.3989
5 P 2.5686
6 O -1.0882